91
Properties=species:S:1:pos:R:3:forces:R:3:mulliken_charge:R:1 method="wB97M-V/def2-TZVPD" total_charge=+3
Be -0.7574 3.9525 -0.1096 -0.3572 -3.9988 0.3050 1.43
Be 0.9367 0.4397 -3.9260 -0.4319 -1.5718 3.1515 1.46
N 0.4223 0.4464 -0.2987 0.5994 0.4154 2.2703 0.04
O -0.1243 1.5399 -0.0351 -0.6712 1.4880 -0.9065 0.05
O 0.7253 0.0647 -1.4537 0.2331 0.0277 -2.2667 -0.32
O 0.7065 -0.2621 0.6578 -0.1612 -0.2438 -1.0682 -0.12
C -2.1955 -4.0699 3.6655 -1.4726 1.4142 -0.6253 -0.81
C -0.9495 -3.8185 2.8631 1.3835 -0.3004 -1.0135 -0.29
C -1.3366 -3.1775 1.5190 -0.9076 -0.7263 0.7711 0.46
O -2.5083 -2.4444 1.8494 0.1621 0.9032 0.0081 -0.32
C -3.2273 -3.1858 2.8424 0.0244 -0.6896 0.4660 -0.48
H -2.0048 -3.6505 4.6515 -0.4321 -0.1155 0.0975 0.28
H -2.6262 -5.0602 3.7902 0.5259 -0.2068 -0.2796 0.30
H -0.3364 -4.6979 2.6633 0.2079 0.0609 0.3614 0.46
H -0.3983 -3.0571 3.4159 0.4783 -0.2558 -0.1018 0.16
H -1.6037 -3.9243 0.7618 0.1179 -0.2893 0.0726 0.16
H -0.5753 -2.5304 1.0831 -0.0881 0.2352 0.1913 -0.52
H -3.9361 -3.8158 2.3003 -0.0695 -0.1746 0.2280 0.31
H -3.7853 -2.5106 3.4894 0.0490 0.2048 -0.2226 0.32
C -3.2033 0.0859 -0.8778 0.1496 0.1761 0.7074 -0.26
O -3.7000 0.8645 -1.9757 0.4831 0.8088 -0.8367 -0.33
C -3.1659 2.0557 -2.2529 -1.9350 -0.9616 -1.0147 0.38
O -2.3523 2.6521 -1.5878 1.7392 0.9776 1.1176 -0.16
O -3.7242 2.5116 -3.3929 1.0174 -0.3626 1.0253 -0.36
C -3.2584 3.7842 -3.8455 -1.0059 1.3359 -0.3900 -0.74
H -3.4982 0.5662 0.0536 0.1869 -0.0156 0.0028 0.36
H -2.1204 -0.0240 -0.9346 -0.0425 0.1444 -0.0214 -0.26
H -3.6628 -0.8993 -0.8968 -0.1952 0.1666 -0.3642 0.38
H -2.4181 3.7543 -4.5378 0.1956 -0.4302 0.2836 0.29
H -3.1131 4.5095 -3.0452 0.3926 -0.4105 0.2468 0.28
H -4.0823 4.2443 -4.3914 -0.0865 -0.4264 -0.2002 0.31
C 2.9352 1.7627 1.6028 -0.1387 -1.3566 0.2596 -0.21
O 3.6688 2.5842 0.6803 -1.3083 1.5501 -0.3604 -0.24
C 3.0203 3.5552 0.0115 1.2835 -0.8770 0.5014 0.55
O 1.8105 3.6338 -0.1618 -2.2604 0.2934 0.2446 -0.25
O 3.8962 4.3387 -0.5360 0.4805 0.2157 0.4724 -0.29
C 3.5227 5.5535 -1.1831 0.9026 0.4162 -1.4453 -0.73
H 1.8600 1.9144 1.6873 0.1069 0.5504 -0.4749 0.02
H 3.3479 1.8120 2.6088 0.3518 0.4297 -0.2086 0.40
H 3.0781 0.7409 1.2532 -0.0316 -0.0208 0.0738 -0.03
H 3.3476 6.4172 -0.5444 -0.6143 -0.5228 0.4783 0.35
H 2.7972 5.3633 -1.9726 -0.4714 0.1506 0.4171 0.29
H 4.4184 5.8575 -1.7267 0.1170 -0.2272 0.0778 0.26
C 2.3009 -2.5337 2.1873 0.3060 0.4814 -1.3205 -0.33
O 2.7115 -3.8576 2.4585 -0.1901 0.0999 0.3098 -0.33
C 2.8521 -4.1741 3.7553 -0.0526 -0.9614 1.7874 0.84
O 2.5921 -3.5037 4.7240 -0.0230 0.6548 -0.7340 -0.57
O 3.2897 -5.4163 3.8363 -0.1924 -0.7914 -2.0953 -0.36
C 3.7378 -5.9838 5.0537 -0.3656 0.4400 0.9941 -0.63
H 3.0031 -2.1597 1.4352 0.4286 0.2431 0.3786 0.20
H 2.2540 -1.8749 3.0512 0.0033 -0.2593 0.1151 0.38
H 1.3878 -2.5038 1.5942 -0.3889 -0.4072 0.6157 -0.07
H 4.6639 -5.4530 5.2656 -0.0530 -0.3425 0.7287 0.30
H 3.8682 -7.0630 5.0050 0.3298 0.1461 -0.9775 0.25
H 2.9580 -5.9115 5.8141 0.2789 0.7105 0.1945 0.29
C -4.8760 4.1596 2.3718 -0.0536 -0.7727 -0.2462 -0.58
O -4.2355 2.9771 2.9031 0.5791 -0.8293 -0.7263 -0.35
C -3.2154 2.4172 2.2750 0.1355 1.6292 1.7796 0.69
O -2.6729 2.8866 1.2561 0.7667 0.6170 -1.1453 -0.42
O -2.7787 1.4245 2.9885 0.0262 -0.4552 -0.2144 -0.31
C -1.5759 0.7658 2.5689 -0.1409 -0.7342 -1.3521 0.17
H -5.7672 4.2278 2.9884 0.1511 0.4917 0.0040 0.25
H -5.1785 3.9551 1.3453 0.0704 0.2223 -0.0336 0.28
H -4.1849 4.9961 2.4429 -0.2604 0.1335 0.0818 0.27
H -1.7649 0.1631 1.6769 -0.3752 0.0837 -0.0221 -0.19
H -1.2967 0.0064 3.2925 0.1230 0.6612 0.5132 0.31
H -0.8403 1.4877 2.2275 0.2712 -0.0033 0.7605 0.05
C -1.5853 -3.1287 -1.9960 -0.2508 -0.4288 0.9605 -0.70
O -2.3467 -2.6194 -3.1078 0.3605 -0.0788 0.2388 -0.27
C -2.0760 -1.5622 -3.7718 -0.5673 0.9859 -0.4476 0.63
O -1.0875 -0.8096 -3.5632 2.0228 0.9192 -0.2915 -0.28
O -3.0562 -1.3060 -4.5897 0.0953 0.3661 -0.4315 -0.29
C -2.9651 -0.2247 -5.5543 0.5772 -0.6821 -0.6434 -0.49
H -0.7763 -2.5341 -1.5729 0.1513 0.4136 -0.8974 0.17
H -1.2557 -4.1211 -2.2906 0.0588 0.0521 0.1276 0.45
H -2.3019 -3.1805 -1.1775 -0.1280 -0.3630 -0.1680 0.30
H -3.7378 -0.3918 -6.3004 -0.4225 0.0412 0.5124 0.27
H -2.0579 -0.3765 -6.1421 0.2775 0.2899 0.2634 0.30
H -3.0274 0.7585 -5.0971 -0.0778 -0.1381 0.1556 0.10
C 4.5031 -0.8058 -1.1273 -0.9680 0.6556 1.6408 -0.47
O 5.1038 0.3411 -1.7643 -0.2454 -0.5541 -1.2107 -0.27
C 4.4473 0.9403 -2.7265 1.4028 1.5437 0.5199 0.74
O 3.3443 0.6292 -3.1566 -2.6666 -0.8036 -0.9754 -0.47
O 5.1238 2.0138 -3.1034 0.0222 -0.5339 0.6249 -0.31
C 4.5262 2.9741 -3.9662 -0.1835 -0.3929 -0.8994 -0.54
H 4.8256 -1.8127 -1.3790 0.4974 0.4027 -0.6869 0.41
H 3.4173 -0.7202 -1.1827 0.0232 -0.1721 -0.3115 0.00
H 4.7356 -0.6038 -0.0821 0.2037 -0.4183 0.0201 0.26
H 4.3289 2.5016 -4.9300 -0.1568 0.0686 -0.0093 0.32
H 5.2540 3.7587 -4.1537 0.0340 -0.0528 0.3613 0.24
H 3.6019 3.3713 -3.5462 0.0593 0.0404 0.1213 0.14

---

15
Properties=species:S:1:pos:R:3:forces:R:3:nbo_charge:R:1 method="wB97M-V/def2-TZVPD" total_charge=-1 e_above_lowest_kj_mol=80.9
C 0.8683 -2.3013 0.7731 -0.2882 0.7800 -2.0066 -0.47
C 0.7696 -1.0180 0.3067 -1.0219 -0.3145 -0.8605 -0.12
C -0.1501 2.1248 1.4487 -1.4021 -1.5112 -0.0995 1.01
C 0.0276 0.7082 -1.5335 -1.3320 -1.1421 1.8552 -0.54
C -0.3031 -0.5161 -0.6696 -1.4583 -3.0679 0.0486 -0.39
C -0.8297 0.7899 -0.2480 -0.1194 2.0384 0.3302 -0.30
O -0.9670 2.0196 2.2766 -1.7195 -0.1670 1.0770 -0.62
O 0.8860 2.5400 1.1342 2.7095 0.9498 -1.5637 -0.64
I -3.0178 1.0706 -0.8358 0.7672 -0.1548 0.2604 -0.15
H 1.7551 -2.7135 1.2086 0.3576 0.3796 0.9196 0.19
H 0.2241 -3.1445 0.3904 0.2935 1.3613 0.2616 0.18
H 1.3415 -0.0855 0.5455 0.3311 -1.5001 0.4340 0.22
H 1.0539 0.9585 -1.3856 0.5055 0.8748 -0.5325 0.21
H -0.5911 0.9093 -2.3888 0.6674 -0.2138 -0.6331 0.23
H -1.0672 -1.3420 -1.0224 1.7094 1.6875 0.5092 0.21

---

no.,HOMO (eV),HOMO-LUMO gap (eV)
1,-15.52,2.092
2,-3.75,6.840